Arrangement 1

ORCA calculation (the ωB97M-V functional and the def2-TZVPD basis) on 7 unconnected molecules or ions with the total composition C14H42O7.

Geometry as ORCA input:
```
! wB97M-V def2-TZVPD RIJCOSX def2/J DEFGRID3
* xyz 0 1
C -3.21518 2.74755 -0.30343
C -2.06843 2.72516 -1.30700
O -1.67901 1.42725 -1.65217
H -3.64385 3.74620 -0.17575
H -2.89040 2.40113 0.68190
H -4.02075 2.08557 -0.63132
H -1.21442 3.23621 -0.86491
H -2.35261 3.30040 -2.19894
H -2.46549 0.96220 -1.96983
C -0.66128 -0.84060 1.07115
C 0.69914 -1.09529 1.68962
O 1.56378 0.03323 1.65333
H -0.55861 -0.56350 0.02138
H -1.17655 -0.01695 1.57399
H -1.28320 -1.73094 1.18179
H 1.21828 -1.89840 1.16419
H 0.59734 -1.44407 2.72770
H 1.16636 0.77357 2.14092
C 4.20629 1.53699 -1.31919
C 2.69474 1.58700 -1.30837
O 2.10127 0.32365 -1.08208
H 4.56690 1.12216 -0.37192
H 4.63691 2.54029 -1.40739
H 4.61282 0.93109 -2.12846
H 2.30085 1.95051 -2.26126
H 2.37051 2.31488 -0.55084
H 2.05263 0.17017 -0.12852
C -0.58481 -4.10724 -2.51464
C -1.07525 -2.70295 -2.22287
O -2.27277 -2.41725 -2.97022
H -1.37558 -4.83147 -2.29840
H 0.27165 -4.34459 -1.88411
H -0.29888 -4.20866 -3.56119
H -0.32021 -1.97264 -2.49640
H -1.28766 -2.62843 -1.15258
H -2.88929 -3.13360 -2.78564
C 0.23195 3.97194 1.47645
C -0.18298 3.26544 2.73155
O 0.81755 2.29062 3.10717
H 1.17834 4.50179 1.62112
H -0.50828 4.69506 1.13049
H 0.39153 3.23617 0.68894
H -1.08175 2.67570 2.53591
H -0.39402 3.91805 3.57737
H 1.49719 2.71619 3.63600
C -4.53586 -1.10242 -0.01523
C -4.98007 -0.82593 -1.44250
O -3.91805 -0.23737 -2.20675
H -3.57885 -1.63161 -0.03483
H -5.26211 -1.69776 0.53820
H -4.37012 -0.16654 0.51893
H -5.81573 -0.12287 -1.46132
H -5.32986 -1.74030 -1.93155
H -3.43632 -0.97374 -2.61509
C 4.95609 -1.48435 1.59439
C 4.03749 -2.63882 1.95250
O 4.76618 -3.84349 2.19192
H 5.52939 -1.72352 0.68905
H 5.67208 -1.28992 2.39250
H 4.39413 -0.57069 1.39608
H 3.26421 -2.78242 1.19583
H 3.55462 -2.43914 2.91205
H 5.37801 -3.97869 1.46227
*
```

As for the SMILES: CCO.CCO.CCO.CCO.CCO.CCO.CCO.

Arrangement 2

ORCA calculation (the ωB97M-V functional and the def2-TZVPD basis) on 7 unconnected molecules or ions with the total composition C14H42O7.

Geometry as ORCA input:
```
! wB97M-V def2-TZVPD RIJCOSX def2/J DEFGRID3
* xyz 0 1
C 21.69728 11.86523 -9.69057
C 21.77682 11.36321 -11.12856
O 23.03176 11.68348 -11.69409
H 20.67336 12.12199 -9.42201
H 22.36202 12.71665 -9.55883
H 22.03072 11.08617 -9.00300
H 20.93602 11.75296 -11.71177
H 21.65977 10.26992 -11.10729
H 22.91379 11.88245 -12.63035
C 20.32286 12.48166 -14.65322
C 21.64799 12.44066 -15.38403
O 22.71011 12.38686 -14.42027
H 19.49277 12.50268 -15.35438
H 20.33470 13.35480 -13.99582
H 20.25461 11.61707 -13.99222
H 21.77732 13.28473 -16.06290
H 21.69699 11.53608 -16.00218
H 23.38493 13.03135 -14.64513
C 20.15376 8.18716 -13.80154
C 21.44774 7.47354 -13.53885
O 21.46150 6.26788 -14.28188
H 19.30927 7.49615 -13.78805
H 20.16773 8.59222 -14.81641
H 19.99532 8.99793 -13.09043
H 21.61228 7.26456 -12.47376
H 22.27932 8.14315 -13.80769
H 22.36771 5.97230 -14.39619
C 17.26874 11.43537 -12.27392
C 16.66547 10.11021 -12.67899
O 15.29615 10.20956 -13.03845
H 17.22663 12.13060 -13.11266
H 18.34171 11.24935 -12.13197
H 16.81690 11.83283 -11.37071
H 16.76928 9.45815 -11.79615
H 17.21737 9.61058 -13.47766
H 15.03194 11.13186 -12.92241
C 12.18770 12.50549 -11.93202
C 11.94112 11.16682 -11.24724
O 11.68798 11.42066 -9.85056
H 12.62611 12.29382 -12.90777
H 12.94671 13.02848 -11.35146
H 11.26029 13.06145 -12.03242
H 12.83716 10.54442 -11.32164
H 11.08247 10.65146 -11.68313
H 11.28795 10.62533 -9.49110
C 14.43363 11.41372 -16.43366
C 13.51587 12.48301 -16.95055
O 13.32878 13.46700 -15.93303
H 15.45231 11.79829 -16.35720
H 14.45106 10.57701 -17.13122
H 14.10584 11.06921 -15.45531
H 12.56303 12.04201 -17.27825
H 13.91079 12.94513 -17.86518
H 12.73069 14.15204 -16.23899
C 16.23210 15.27020 -13.61139
C 15.15153 14.43146 -12.96587
O 15.03511 13.13714 -13.59654
H 16.00442 15.52347 -14.65063
H 17.21624 14.79805 -13.58986
H 16.37045 16.22751 -13.09354
H 14.18233 14.93300 -12.98593
H 15.41289 14.21565 -11.92944
H 14.58116 13.31638 -14.43053
*
```

As for the SMILES: CCO.CCO.CCO.CCO.CCO.CCO.CCO.

arrangement 1 is favored, and the nearest alternative lies 0.0224 hartree above it.

Arrangement 1

ORCA calculation (the ωB97M-V functional and the def2-TZVPD basis) on 7 unconnected molecules or ions with the total composition C14H42O7.

Geometry as ORCA input:
```
! wB97M-V def2-TZVPD RIJCOSX def2/J DEFGRID3
* xyz 0 1
C 2.81167 0.41855 -1.66182
C 2.37093 -0.99853 -1.49935
O 2.77611 -1.71912 -2.65916
H 2.37016 0.84961 -2.56911
H 3.88750 0.49297 -1.83311
H 2.49664 1.08877 -0.86222
H 1.28787 -1.05395 -1.37890
H 2.81093 -1.43237 -0.59135
H 2.20618 -2.48599 -2.76257
C -0.51777 0.73489 -3.48631
C 0.42818 0.39386 -4.61292
O -0.18217 0.58664 -5.89209
H -0.09491 0.48442 -2.51190
H -1.45895 0.20619 -3.64669
H -0.69178 1.81421 -3.45636
H 0.75755 -0.64619 -4.52552
H 1.31284 1.02701 -4.58958
H -1.12894 0.44518 -5.81417
C -3.53345 -1.73825 3.02672
C -4.71083 -1.67085 3.95498
O -4.77077 -2.84932 4.77708
H -3.40702 -0.76560 2.54873
H -3.63484 -2.50717 2.25911
H -2.62361 -1.95750 3.58692
H -5.66192 -1.51134 3.44600
H -4.57093 -0.83294 4.64663
H -5.58214 -3.32530 4.58731
C -0.54632 -3.62013 1.17738
C -0.88332 -3.98256 -0.25325
O -0.12185 -5.12454 -0.66886
H 0.38995 -3.06819 1.22532
H -0.55214 -4.50720 1.80706
H -1.30792 -2.93953 1.56642
H -0.66235 -3.14506 -0.92051
H -1.95687 -4.18734 -0.32929
H -0.69525 -5.72982 -1.14204
C -0.80307 1.82373 0.68780
C -1.06010 0.33550 0.73897
O 0.13602 -0.40342 0.65188
H -0.10253 2.16278 1.45503
H -1.70522 2.42489 0.84440
H -0.40616 2.11441 -0.28838
H -1.67469 0.03336 -0.11339
H -1.64165 0.07642 1.62952
H 0.58909 -0.32443 1.49749
C 1.17639 5.20887 -1.40805
C 1.49395 5.78207 -2.75261
O 0.38876 6.43104 -3.38004
H 0.63192 4.26094 -1.41780
H 0.62240 5.86556 -0.73232
H 2.10971 4.97435 -0.87717
H 1.81510 5.00641 -3.44673
H 2.33476 6.48230 -2.67520
H 0.17584 7.21115 -2.85949
C 2.17637 -1.68574 3.38416
C 2.39950 -0.22574 3.67574
O 1.28263 0.50858 3.15054
H 1.21792 -2.03262 3.79512
H 2.92924 -2.31429 3.86013
H 2.12720 -1.91735 2.31894
H 3.31872 0.09594 3.17699
H 2.47316 -0.07215 4.75333
H 1.38426 1.43389 3.38854
*
```

As for the SMILES: CCO.CCO.CCO.CCO.CCO.CCO.CCO.

Arrangement 2

ORCA calculation (the ωB97M-V functional and the def2-TZVPD basis) on 7 unconnected molecules or ions with the total composition C14H42O7.

Geometry as ORCA input:
```
! wB97M-V def2-TZVPD RIJCOSX def2/J DEFGRID3
* xyz 0 1
C 9.52007 -0.37042 -0.95127
C 10.23008 -1.23777 -1.91854
O 11.03732 -0.37525 -2.76386
H 10.19983 0.24011 -0.35688
H 9.08163 -0.97844 -0.15996
H 8.75576 0.26126 -1.40394
H 9.54942 -1.91707 -2.43171
H 10.97546 -1.91776 -1.50606
H 11.71046 -0.85206 -3.25493
C -3.57599 2.55657 5.85891
C -3.14642 1.12105 5.81430
O -3.60442 0.38406 6.89048
H -3.49393 3.10786 4.92220
H -3.00497 3.20866 6.51984
H -4.64242 2.61078 6.07782
H -2.06628 1.04581 5.68886
H -3.57393 0.73110 4.89057
H -3.29249 0.78764 7.70376
C 1.80749 0.68927 0.57810
C 0.52014 0.40521 -0.21687
O -0.59195 1.13646 0.20157
H 2.06759 1.74275 0.68114
H 2.58426 0.03556 0.18135
H 1.65833 0.34432 1.60127
H 0.20112 -0.59759 0.06725
H 0.63620 0.46763 -1.29887
H -1.31687 1.03859 -0.42012
C -8.78358 2.95120 -2.52553
C -8.80699 1.41989 -2.29388
O -8.90636 0.68343 -3.53428
H -7.75516 3.26501 -2.70436
H -8.98424 3.39309 -1.54954
H -9.43328 3.30535 -3.32590
H -9.41175 0.98558 -1.49780
H -7.81336 1.22875 -1.88861
H -9.39366 -0.12186 -3.34549
C -3.58056 -5.22338 -3.90945
C -3.13532 -6.47303 -4.72290
O -4.00646 -7.56458 -4.69558
H -4.39202 -4.66001 -4.37015
H -2.73692 -4.53370 -3.88276
H -3.88681 -5.42243 -2.88247
H -2.14091 -6.81603 -4.43721
H -3.17583 -6.19582 -5.77627
H -4.70456 -7.36486 -5.32358
C -2.19098 7.25731 -5.18492
C -1.37634 6.09756 -4.55276
O -1.11882 5.07968 -5.45887
H -3.12370 7.03937 -5.70513
H -1.64914 7.80108 -5.95877
H -2.50495 7.74619 -4.26268
H -2.00230 5.72152 -3.74353
H -0.46006 6.56329 -4.18997
H -1.48597 4.22865 -5.20878
C 6.49970 -3.46783 6.44950
C 6.55873 -3.56586 7.95922
O 7.11489 -4.84893 8.29902
H 6.14955 -4.46806 6.19448
H 7.40979 -3.23992 5.89464
H 5.75050 -2.72019 6.18902
H 5.57193 -3.45100 8.40769
H 7.30573 -2.83985 8.28018
H 6.37370 -5.45797 8.26299
*
```

As for the SMILES: CCO.CCO.CCO.CCO.CCO.CCO.CCO.

arrangement 1 is favored, and the nearest alternative lies 0.0801 hartree above it.

Arrangement 1

ORCA calculation (the ωB97M-V functional and the def2-TZVPD basis) on a molecular structure, C4H12N4.

Geometry as ORCA input:
```
! wB97M-V def2-TZVPD RIJCOSX def2/J DEFGRID3
* xyz 0 1
C 0.79902 -0.25217 0.27863
C -1.68706 1.10254 0.00935
C -2.00123 -1.25128 0.41882
N 1.20165 0.82760 -0.53327
N -1.35601 -0.23348 -0.36273
N 1.02302 0.46259 -1.81215
C 2.51632 -0.28535 0.33247
N 3.22658 0.05570 1.30627
H 0.11722 -0.00320 -1.94844
H 1.29326 1.17667 -2.47214
H 0.59995 -1.23602 -0.13193
H 0.48060 -0.00851 1.27951
H 2.77281 0.68446 1.96724
H 2.88079 -0.89570 -0.49264
H -2.06592 1.21153 1.04036
H -2.42884 1.54875 -0.67327
H -0.78995 1.74703 -0.08663
H -1.51347 -2.21933 0.25975
H -2.01586 -1.04996 1.50678
H -3.05286 -1.38188 0.11403
*
```

Arrangement 2

ORCA calculation (the ωB97M-V functional and the def2-TZVPD basis) on C4H12N4 in the gas phase.

Geometry as ORCA input:
```
! wB97M-V def2-TZVPD RIJCOSX def2/J DEFGRID3
* xyz 0 1
H -1.36071 2.38107 -0.17759
N -1.72997 1.46497 0.10465
C -0.75977 0.63060 0.04066
C -0.76520 -0.77995 0.53894
C 0.33480 -1.74390 0.15279
N -2.12780 -1.38938 0.00775
N 0.63938 1.19257 -0.21449
C 1.38349 0.82959 -1.40853
N 1.41537 1.58730 0.89746
H -0.86729 -0.73921 1.62799
H 0.11399 -2.74403 0.53874
H 1.29186 -1.44588 0.59091
H 0.43781 -1.83134 -0.93234
H -2.77348 -0.64966 -0.28966
H -2.62349 -1.84799 0.77131
H 2.04848 -0.02558 -1.24198
H 2.01051 1.67049 -1.72785
H 0.70062 0.60520 -2.23348
H 1.80760 0.77072 1.37407
H 0.82380 2.06439 1.58065
*
```

As for the SMILES: [H]/N=C(/[C@H](C)N)N(C)N.

arrangement 2 is favored, and the nearest alternative lies 0.1486 hartree above it.

Arrangement 1

ORCA calculation (the ωB97M-V functional and the def2-TZVPD basis) on 2 unconnected molecules or ions with the total composition C4H12N4.

Geometry as ORCA input:
```
! wB97M-V def2-TZVPD RIJCOSX def2/J DEFGRID3
* xyz 0 1
C -0.93458 1.22449 -1.79845
C 2.56940 0.53604 -0.04756
C -2.10875 -0.17891 0.46316
N -0.12200 0.56138 -0.80321
N 1.89503 -0.60008 -0.62492
C -0.64748 -0.25563 0.06338
N 0.01912 -1.54454 1.90116
N 0.16514 -1.19478 0.59008
H 2.11495 -1.41597 -0.06104
H 0.01373 -2.54081 2.06782
H -0.44962 -0.90849 2.53623
H -0.26590 1.67830 -2.53211
H -1.61967 0.55461 -2.33389
H -1.52289 2.03645 -1.35076
H 2.34125 1.44722 -0.60014
H 3.65366 0.35322 -0.13076
H 2.35211 0.71145 1.01409
H -2.72965 -0.25493 -0.43165
H -2.38479 -0.98742 1.14069
H -2.33905 0.77840 0.93790
*
```

Arrangement 2

ORCA calculation (the ωB97M-V functional and the def2-TZVPD basis) on C4H12N4 in the gas phase.

Geometry as ORCA input:
```
! wB97M-V def2-TZVPD RIJCOSX def2/J DEFGRID3
* xyz 0 1
C -2.92409 -1.00566 -0.01644
N -1.71342 -0.27392 -0.38272
N -0.59239 -0.83710 0.06873
C 0.48877 -0.16600 0.09930
C 1.73927 -0.82781 0.59658
N 2.75885 -0.78416 -0.44950
C 0.54899 1.25666 -0.44332
N -0.35049 2.15725 0.29143
H -2.76246 -2.06413 -0.28534
H -3.12449 -1.05308 1.06714
H -3.78217 -0.56320 -0.54528
H -1.66755 0.73049 -0.24471
H 2.09302 -0.28678 1.47954
H 1.43725 -1.82668 0.96578
H 2.51236 -1.38752 -1.23591
H 3.64256 -1.20950 -0.13834
H 1.60689 1.56804 -0.37809
H 0.30756 1.22522 -1.51708
H -0.01113 2.29967 1.24286
H -0.20735 3.04822 -0.17464
*
```

As for the SMILES: CNN=C(CN)CN.

arrangement 2 is favored, and the nearest alternative lies 0.1418 hartree above it.

Arrangement 1

ORCA calculation (the ωB97M-V functional and the def2-TZVPD basis) on C3H2N2O2 in the gas phase.

Geometry as ORCA input:
```
! wB97M-V def2-TZVPD RIJCOSX def2/J DEFGRID3
* xyz 0 1
O -2.30048 0.39079 -1.00699
C -1.70264 0.24781 0.02649
C -0.38448 -0.52766 0.07097
O -0.27368 -1.66595 -0.29471
N 0.64745 0.27288 0.65000
C 1.82934 0.33813 -0.13310
N 2.00660 -0.56648 0.68852
H -2.06061 0.65917 0.98878
H 2.25195 0.89286 -0.96554
*
```

As for the SMILES: O=CC(=O)N1C=N1.

Arrangement 2

ORCA calculation (the ωB97M-V functional and the def2-TZVPD basis) on C3H2N2O2 in the gas phase.

Geometry as ORCA input:
```
! wB97M-V def2-TZVPD RIJCOSX def2/J DEFGRID3
* xyz 0 1
N -1.64939 2.56035 -0.81124
C -1.35545 1.40307 -0.64289
C -0.88383 -0.01023 -0.32869
O -1.68699 -0.90089 -0.23436
C 0.61908 0.08186 0.08515
N 1.21489 -1.09745 0.31686
O 1.10607 1.21836 0.08880
H 0.53617 -1.89945 0.74746
H 2.09946 -1.35563 0.77892
*
```

As for the SMILES: N#CC(=O)C(N)=O.

arrangement 2 is favored, and the nearest alternative lies 0.0922 hartree above it.

Arrangement 1

ORCA calculation (the ωB97M-V functional and the def2-TZVPD basis) on 2 unconnected molecules or ions with the total composition C3H2N2O2.

Geometry as ORCA input:
```
! wB97M-V def2-TZVPD RIJCOSX def2/J DEFGRID3
* xyz 0 1
H 2.74881 1.01586 0.05630
N 1.74225 1.16795 0.02136
C 1.06651 0.19305 -0.41818
C -0.26307 0.43347 -0.96291
N -1.24823 0.36380 -1.55540
H 1.44904 -0.81563 -0.62752
O -2.58985 0.02816 0.82701
C -1.80609 -0.77763 1.15196
O -1.09937 -1.60904 1.50738
*
```

As for the SMILES: [H]/N=C/C#N.O=C=O.

Arrangement 2

ORCA calculation (the ωB97M-V functional and the def2-TZVPD basis) on 2 unconnected molecules or ions with the total composition C3H2N2O2.

Geometry as ORCA input:
```
! wB97M-V def2-TZVPD RIJCOSX def2/J DEFGRID3
* xyz 0 1
O 1.07706 1.58232 -2.65122
C 0.86593 0.69824 -1.96450
N 0.56164 -0.32372 -1.44375
C 0.92685 -1.12410 -0.44721
O 1.89716 -1.09002 0.24386
H 0.08054 -1.92694 -0.23270
C -1.98842 2.30741 -0.95374
N -1.16040 1.75759 -0.42067
H -2.79344 2.84880 -1.42294
*
```

As for the SMILES: O=C=NC=O.C#N.

arrangement 1 is favored, and the nearest alternative lies 0.0233 hartree above it.